82
Properties=species:S:1:pos:R:3 method="wB97M-V/def2-TZVPD" orbital_gap_ha=0.1914 relative_energy_ev=1.156 homo_energy_ev=-8.9 charge=+1
C -1.32751 -1.98198 -2.25723
C -0.44894 -3.08530 -2.33794
C -0.08571 -3.45459 -1.02252
H -0.10406 -3.56883 -3.23517
C -0.74474 -2.57839 -0.12832
C -1.51200 -1.66718 -0.88751
H -2.12950 -0.87584 -0.49606
H -1.77599 -1.46647 -3.09034
H 0.59462 -4.24752 -0.76382
H -0.67079 -2.59808 0.94647
In 0.68797 -1.34755 -1.40015
C 7.07709 -2.11953 -3.62944
H 6.90655 -2.13347 -2.55663
H 7.02054 -3.13222 -4.01817
H 6.32010 -1.50503 -4.10847
Si 2.66439 -1.87764 -2.86415
C 2.49571 -1.33016 -4.67709
C 1.36599 -1.67796 -5.42387
H 0.59098 -2.27725 -4.96183
C 1.20122 -1.25638 -6.73565
H 0.31750 -1.54567 -7.29128
C 2.16491 -0.45454 -7.33320
H 2.03684 -0.11554 -8.35338
C 3.29550 -0.09502 -6.61261
H 4.05526 0.52478 -7.07273
C 3.45785 -0.53566 -5.30570
H 4.35065 -0.25388 -4.76004
C 2.96299 -3.75639 -2.93286
C 3.09971 -4.44649 -4.13978
H 3.12990 -3.89274 -5.06993
C 3.20908 -5.83119 -4.17600
H 3.31565 -6.33734 -5.12768
C 3.19430 -6.56467 -2.99895
H 3.28102 -7.64352 -3.02461
C 3.06260 -5.89999 -1.78590
H 3.05343 -6.46136 -0.85931
C 2.94296 -4.51912 -1.76023
H 2.82560 -4.02327 -0.80401
H 4.02533 -1.31646 -2.50239
H 8.06107 -1.70730 -3.83434
F -3.69977 -0.76197 3.35605
C -2.83512 0.26418 3.15847
C -1.79085 0.03551 2.27440
C -0.90585 1.05744 1.88606
C 0.01791 0.84984 0.83976
O 0.03254 -0.23107 0.28943
C 0.78408 1.88917 0.37115
C 0.72266 3.12409 1.04822
N -0.15527 3.34111 2.09559
C -0.24376 4.64138 2.81628
C 0.76200 5.76618 2.47414
C -0.63515 5.76373 1.88613
C -1.02401 2.33278 2.47392
C -2.09154 2.55243 3.39796
C -3.03547 1.54203 3.71688
N -4.21983 1.83357 4.49956
C -4.86397 3.14398 4.45562
C -5.08485 3.65016 5.88254
N -5.86976 2.66678 6.64962
C -5.17905 1.36646 6.69390
C -4.94368 0.82913 5.27482
C 1.60442 1.69652 -0.84706
O 2.32341 2.69950 -1.29555
O 1.57698 0.57833 -1.56793
H -1.73943 -0.94408 1.84212
H 1.35266 3.91617 0.67984
H -0.16218 4.57798 3.92591
H 0.81271 6.49033 3.31798
H 1.70687 5.22053 2.29521
H -0.60945 5.55895 0.79606
H -1.30874 6.51780 2.34564
H -2.22652 3.52841 3.83139
H -5.86032 3.03177 3.97197
H -4.31598 3.89056 3.85144
H -4.10093 3.82155 6.37242
H -5.63079 4.61869 5.84743
H -6.00017 3.01923 7.62608
H -6.81547 2.54941 6.21275
H -5.79003 0.63469 7.26761
H -4.20021 1.48006 7.21048
H -5.93052 0.63898 4.79601
H -4.39563 -0.12552 5.37253